Molecular formula: C4H7Cl2N2
Method: DFT, ωB97M-V/def2-TZVPD

Structure (XYZ):
```
15
Properties=species:S:1:pos:R:3
C 0.80292 -1.10003 1.51643
C -0.19860 1.44731 0.19095
C -1.51331 -0.57215 -0.48144
C -0.39861 0.36268 -0.71313
N 1.62637 -1.59584 2.21458
N 0.42919 0.11713 -1.63627
Cl 2.90182 -2.05646 3.04144
Cl 1.84087 1.07333 -1.94128
H 0.72240 1.36257 0.90138
H -1.02566 1.63829 0.85851
H -0.14721 2.36387 -0.36711
H -2.34245 -0.07053 -1.15902
H -1.26826 -1.47712 -1.01743
H -1.84966 -0.66437 0.50887
H 0.42019 -0.82867 -1.91648
```

Results
**Orbital gap**: 0.384 Ha
**Energy**: -1186.1010 Ha
**Highest occupied orbital energy**: -14.836 eV
**Relative energy (zero: lowest compared OMol25 entry of this formula, charge and spin)**: 117.5 kcal per mole
**Net charge**: +1

---

Molecular formula: C4H7Cl2N3S
Method: DFT, ωB97M-V/def2-TZVPD

Structure (XYZ):
```
17
Properties=species:S:1:pos:R:3
C 0.47074 -1.80247 0.57552
C -0.14536 0.60567 0.22425
C 2.09822 -0.25209 -0.23556
C -2.34201 1.19346 -0.91615
N 1.71624 -1.54998 0.09913
N -0.40038 -0.84862 0.79280
N 1.32685 0.76815 0.25770
S -0.74897 0.46817 -1.38771
Cl -0.85327 1.74326 1.44153
Cl 3.56986 -0.09134 -0.97544
H 0.28159 -2.86378 0.83221
H -2.41160 2.15393 -1.20467
H -2.33166 1.28927 0.15791
H -3.20201 0.67325 -1.37653
H 2.55394 -2.15666 0.10134
H -1.30532 -1.05663 1.14865
H 1.72314 1.72642 0.46502
```

Results
**Orbital gap**: 0.267 Ha
**Structure (SMILES)**: CS[C@@]1(Cl)[NH+]=CNC(Cl)=[NH+]1
**Energy**: -1638.7280 Ha
**Highest occupied orbital energy**: -17.567 eV
**Relative energy (zero: lowest compared OMol25 entry of this formula, charge and spin)**: 20.4 kcal per mole
**Net charge**: +2

---

Molecular formula: C4H7ClFN
Method: DFT, ωB97M-V/def2-TZVPD

Structure (XYZ):
```
14
Properties=species:S:1:pos:R:3
C 0.91793 -0.49608 0.24933
C -0.48265 -1.11874 -0.06792
C -1.58659 -0.08720 -0.15405
C -1.13547 1.24704 -0.18990
H 2.94325 -0.12256 -1.30943
H 1.95216 1.83095 0.52615
H 0.68835 -0.09606 1.30347
H 1.53332 -1.38653 0.60257
H -0.25486 -1.60695 -0.94930
H -0.53699 -1.80063 0.83830
H -0.20391 1.76688 -0.17654
N 1.56553 0.39941 -0.51091
F -2.16144 2.07457 0.02729
Cl -3.23862 -0.60410 -0.18906
```

Results
**Orbital gap**: 0.271 Ha
**Energy**: -771.0875 Ha
**Highest occupied orbital energy**: -8.845 eV
**Relative energy (zero: lowest compared OMol25 entry of this formula, charge and spin)**: 195.0 kcal per mole

---

Molecular formula: C4H7ClN3
Method: DFT, ωB97M-V/def2-TZVPD

Structure (XYZ):
```
15
Properties=species:S:1:pos:R:3
C -1.22277 -0.99141 -0.54207
C 0.03647 -0.67206 1.59427
C -1.16095 -1.13258 0.76448
C 1.49869 -0.15470 -0.24750
N 1.13716 -0.31861 1.14343
N 0.41963 0.18614 -1.10158
N -0.01265 1.60619 -0.93934
Cl -2.36035 -1.83988 1.74444
H -1.87562 -1.15015 -1.34960
H -0.30189 -0.88256 2.62182
H 2.35718 0.62620 -0.26456
H 1.93458 -1.06258 -0.58463
H -0.92627 1.75537 -1.55574
H 0.68155 2.17258 -1.27842
H -0.20476 1.85805 -0.00500
```

Results
**Orbital gap (spin up / spin down)**: 0.334 / 0.334 Ha
**Energy**: -780.6340 Ha
**Highest occupied orbital energy (spin up / spin down)**: -13.737 / -13.737 eV
**Relative energy (zero: lowest compared OMol25 entry of this formula, charge and spin)**: 109.3 kcal per mole
**Net charge**: +1

---

Molecular formula: C4H7ClNO
Method: DFT, ωB97M-V/def2-TZVPD

Structure (XYZ):
```
14
Properties=species:S:1:pos:R:3
C 2.37986 -0.77159 0.16982
C -1.42134 0.31016 -0.00240
C 1.09139 -0.02348 0.37280
C -0.20412 -0.50380 -0.46890
N 3.47952 -0.32682 -0.01912
O 4.52076 0.10137 -0.19300
Cl -0.49132 -2.23701 -0.14244
H -1.31495 1.31381 0.00289
H -2.15691 0.12018 -0.65444
H -1.76312 -0.16842 0.84361
H 0.90699 -0.05272 1.40121
H 1.18814 0.96163 -0.04100
H 2.14728 -1.77523 0.34991
H 0.06394 -0.56133 -1.53465
```

Results
**Orbital gap**: 0.272 Ha
**Structure (SMILES)**: C[C@H](Cl)CC=[N+]=O
**Energy**: -746.3628 Ha
**Highest occupied orbital energy**: -14.959 eV
**Relative energy (zero: lowest compared OMol25 entry of this formula, charge and spin)**: 92.5 kcal per mole
**Net charge**: +1

---

Molecular formula: C4H7ClNO
Method: DFT, ωB97M-V/def2-TZVPD

Structure (XYZ):
```
14
Properties=species:S:1:pos:R:3
C -1.74515 0.30881 -0.00785
C 2.07918 -0.28025 0.21048
C -0.47013 -0.41791 0.11671
C 0.69479 0.19844 -0.48177
N -2.90355 -0.01527 0.11517
O -4.02028 -0.17062 0.06548
Cl 0.76520 2.08166 -0.26458
H 2.94030 -0.38813 -0.50334
H 2.31057 0.52761 0.85750
H 1.95179 -1.12560 0.84279
H -0.33844 -0.56867 1.20365
H -0.64058 -1.42550 -0.30286
H -1.36628 1.34342 -0.32794
H 0.74257 -0.06800 -1.52343
```

Results
**Orbital gap**: 0.286 Ha
**Structure (SMILES)**: C[C@H](Cl)CC=[N+]=O
**Energy**: -746.3628 Ha
**Highest occupied orbital energy**: -15.232 eV
**Relative energy (zero: lowest compared OMol25 entry of this formula, charge and spin)**: 92.5 kcal per mole
**Net charge**: +1

---

Molecular formula: C4H7ClO
Method: DFT, ωB97M-V/def2-TZVPD

Structure (XYZ):
```
13
Properties=species:S:1:pos:R:3
C 2.02732 1.15080 -0.34943
C -0.88225 0.81155 0.17360
C -1.91881 0.03830 0.08922
C -1.91322 -1.43732 0.21259
O -0.72853 -2.21244 -0.20380
Cl -3.59803 0.82400 0.12633
H 2.61402 0.35184 -0.20748
H 1.13363 1.11846 -1.09393
H 2.23903 1.97458 0.34678
H -0.82131 1.83405 0.31156
H -2.74013 -1.89333 -0.32049
H -2.13403 -1.70214 1.25767
H -0.55339 -2.32495 -1.12487
```

Results
**Orbital gap (spin up / spin down)**: 0.343 / 0.308 Ha
**Energy**: -691.8090 Ha
**Highest occupied orbital energy (spin up / spin down)**: -8.555 / -9.869 eV
**Relative energy (zero: lowest compared OMol25 entry of this formula, charge and spin)**: 9.7 kcal per mole
**Multiplicity**: 3

---

Molecular formula: C4H7ClOS
Method: DFT, ωB97M-V/def2-TZVPD

Structure (XYZ):
```
14
Properties=species:S:1:pos:R:3
C -2.60366 -1.06857 -0.01528
C -1.95279 -1.59935 -1.21886
C 1.50735 2.08387 0.34926
C -1.14490 0.88426 0.24656
O -3.12072 -1.38282 1.00111
S 0.41313 0.70276 -0.38801
Cl -2.13048 2.21684 -0.33441
H -2.46760 -2.52895 -1.62286
H -1.92000 -0.95049 -2.06723
H -1.04406 -2.06718 -1.01608
H 2.52523 1.67234 0.22253
H 1.27698 2.18416 1.44818
H 1.50603 3.08510 -0.00928
H -1.43675 0.85645 1.33023
```

Results
**Orbital gap (spin up / spin down)**: 0.260 / 0.282 Ha
**Energy**: -1090.0932 Ha
**Highest occupied orbital energy (spin up / spin down)**: -7.672 / -7.904 eV
**Relative energy (zero: lowest compared OMol25 entry of this formula, charge and spin)**: 83.3 kcal per mole